# 1
ORCA calculation (ωB97M-V with the def2-TZVPD basis set) on 2 unconnected molecules or ions with the total composition C9H15N3OP.

Computed properties:
Multiplicity: 3
Net charge: +1
LUMO (spin up / spin down), Eh: -0.0981 / -0.1938

Positions of all 29 atoms, in Å:
P1 -1.155561 -0.811715 1.017566
O1 -0.407741 1.805000 0.500479
N1 1.833959 0.715578 0.840767
N2 -2.314800 2.802567 -0.299730
N3 0.883592 -1.255412 -0.681567
C1 1.876510 -1.718727 0.320875
C2 -3.155331 -0.204354 -0.480380
C3 -3.092555 -1.668652 -0.329517
C4 2.307388 -0.640224 1.368719
C5 -1.596002 1.775015 0.157316
C6 -2.055304 -2.199916 0.291921
C7 2.090237 1.014896 -0.606289
C8 1.315698 -0.076931 -1.411708
C9 -2.098442 0.418600 0.055190
H1 -1.846320 3.686261 -0.393657
H2 3.203626 0.959731 -0.755254
H3 1.442304 -2.599490 0.816505
H4 1.989976 -0.537294 -2.115796
H5 0.443787 0.356107 -2.016704
H6 -3.788203 -2.300196 -0.977780
H7 1.870140 -0.797942 2.368208
H8 1.690604 1.970659 -0.816280
H9 0.820073 0.712299 1.057090
H10 2.918288 -1.971231 -0.066097
H11 -1.703897 -3.230279 0.451527
H12 2.325761 1.495075 1.442754
H13 -3.356956 2.897976 -0.168668
H14 3.437695 -0.726448 1.577614
H15 -3.878521 0.129036 -1.147110

Atomic forces in eV per Å
-0.5 -0.2 -0.5
0.1 1.9 0.0
2.6 0.9 2.7
-1.7 1.1 0.4
1.4 0.4 0.9
0.8 0.1 -0.3
0.6 -2.0 0.0
-2.5 -0.9 -3.0
0.9 -0.1 0.2
0.1 -1.4 -0.7
1.9 0.7 2.1
0.7 -2.3 0.3
-0.9 0.1 -0.5
0.0 -1.2 2.1
0.2 0.2 0.2
-1.1 0.2 0.1
0.4 0.3 -0.1
0.5 0.1 -0.8
1.2 -0.6 1.1
0.7 0.9 1.2
-0.3 0.3 -0.6
-0.2 1.0 -0.1
0.0 0.7 -0.4
-1.6 -0.2 -0.6
-0.7 0.5 -0.3
-1.5 -1.8 -1.4
1.8 -0.7 -0.4
-1.6 0.7 -0.8
-1.3 1.2 -0.9

---

# 2
ORCA calculation (ωB97M-V with the def2-TZVPD basis set) on a molecular structure, C3H3N3.

Computed properties:
ΔE to the lowest compared entry with this formula, charge and spin, kcal/mol: 82.6
LUMO, Eh: -0.0012

Positions of all 9 atoms, in Å:
N1 -0.743028 0.927761 0.237962
N2 -0.666980 -1.909926 -1.778094
N3 2.543898 -0.000401 0.877470
C1 -0.283564 -1.234036 -0.914283
C2 1.455956 -0.200633 0.523895
C3 0.097873 -0.391684 0.161103
H1 -1.394898 1.020117 -0.535717
H2 -0.836999 0.037800 1.018997
H3 -0.172258 1.751001 0.408667

Atomic forces in eV per Å
-0.1 0.2 -0.1
0.3 0.7 0.8
-1.0 -0.2 -0.3
-0.3 -0.5 -0.7
0.8 0.1 0.2
0.2 -0.2 -0.1
0.1 0.0 0.1
-0.1 0.1 0.0
-0.1 -0.2 0.0

---

# 3
ORCA calculation (ωB97M-V with the def2-TZVPD basis set) on a gas-phase ion, C9H8N3S (charge +1).

Computed properties:
SMILES: C1=Nc2[nH]c3ccccc3[n+]2SC1
ΔE to the lowest compared entry with this formula, charge and spin, kcal/mol: 0.0
Net charge: +1
LUMO, Eh: -0.1711

Positions of all 21 atoms, in Å:
S1 -0.870559 0.874577 -2.198755
N1 -0.132010 -1.522815 0.703729
N2 -0.307369 0.092709 -0.788225
N3 -1.409764 -1.947262 -1.275661
C1 0.594998 0.527658 0.166026
C2 1.513752 -0.366581 2.235500
C3 1.319761 1.703585 0.279174
C4 0.691000 -0.501017 1.126340
C5 2.232742 0.807834 2.342647
C6 2.137382 1.822971 1.385887
C7 -0.713933 -1.159884 -0.450286
C8 -2.148715 -1.446063 -2.185963
C9 -2.484514 0.009233 -2.238696
H1 -3.081757 0.329931 -1.381734
H2 2.887816 0.947620 3.187742
H3 1.240055 2.482689 -0.461164
H4 -2.973510 0.298088 -3.165349
H5 -2.518994 -2.123226 -2.942727
H6 1.591433 -1.147538 2.973726
H7 -0.284762 -2.405044 1.170297
H8 2.716948 2.722535 1.517491

Atomic forces in eV per Å
-0.3 0.1 -0.3
-0.4 0.0 -0.4
-0.5 -1.0 0.3
-0.3 -1.0 -0.3
0.4 -0.1 0.8
-0.1 0.0 -0.1
-0.1 -0.1 0.0
0.3 0.9 -0.2
-0.1 -0.1 0.0
-0.1 0.0 -0.1
0.5 1.0 0.0
0.0 0.0 0.2
0.6 0.4 0.2
0.0 -0.1 -0.1
0.1 0.0 0.1
0.0 0.1 -0.1
0.0 0.0 0.0
-0.2 -0.1 -0.1
0.0 -0.1 0.1
0.0 0.0 -0.1
0.1 0.1 0.0

---

# 4
ORCA calculation (ωB97M-V with the def2-TZVPD basis set) on 2 unconnected molecules or ions with the total composition H4INP2.

Computed properties:
ΔE to the lowest compared entry with this formula, charge and spin, kcal/mol: 17.1
LUMO, Eh: -0.0289

Positions of all 8 atoms, in Å:
I1 3.485982 0.142052 -0.148643
P1 -2.448768 1.381422 0.104780
P2 -1.534944 -0.226495 -0.705405
N1 1.582708 -0.567867 0.144123
H1 1.298470 -0.280071 1.076796
H2 -2.310368 2.166480 -1.051219
H3 1.625688 -1.581776 0.143855
H4 -1.698766 -1.033748 0.435710

Atomic forces in eV per Å
-0.1 -0.1 0.1
0.1 -0.5 0.2
-0.1 0.5 -0.3
-0.2 0.1 0.0
0.1 0.0 0.0
0.1 0.2 -0.3
0.2 0.0 0.1
0.0 -0.1 0.3

---

# 5
ORCA calculation (ωB97M-V with the def2-TZVPD basis set) on a molecular structure, C5H16NO4.

Computed properties:
ΔE to the lowest compared entry with this formula, charge and spin, kcal/mol: 62.1
Net charge: -1
LUMO, Eh: 0.1220

Positions of all 26 atoms, in Å:
O1 -3.261238 1.079086 1.483433
O2 1.515653 -2.851866 0.331567
O3 0.773551 -0.455660 -2.933790
O4 0.404952 -1.310252 1.868887
N1 -0.122221 1.790338 -2.035480
C1 -0.672305 0.923393 0.208751
C2 0.976135 -0.050457 1.961948
C3 0.550420 -0.565075 -1.474878
C4 0.324729 0.865082 -1.016279
C5 -0.130232 1.011593 1.611620
H1 -2.828546 1.372686 0.675507
H2 1.304850 1.307358 -0.584593
H3 1.042711 -1.380273 -3.196136
H4 1.514703 -1.012018 -1.048763
H5 -0.330998 -1.141922 -1.185894
H6 -1.182171 -0.171979 0.037195
H7 -1.481150 1.561166 -0.031527
H8 -2.910622 0.241168 1.793269
H9 0.944751 -3.293711 -0.282790
H10 0.952105 -2.060380 1.068196
H11 0.409388 2.628950 -2.216755
H12 1.884493 -0.016992 1.250605
H13 -0.927666 0.878576 2.403008
H14 -0.231719 1.281207 -2.895561
H15 1.033169 0.010463 3.027709
H16 0.212092 2.022070 1.788537

Atomic forces in eV per Å
-1.3 0.5 0.5
0.8 0.4 0.5
0.1 -2.5 0.3
-0.1 -0.9 -1.0
-1.1 -0.2 -0.8
-0.3 -4.8 -1.5
-1.6 -0.8 -1.6
2.0 0.6 -0.9
1.7 2.6 3.0
0.1 -0.3 0.8
0.1 -0.7 0.4
-1.1 -0.9 -0.7
-0.4 1.6 0.3
-1.8 0.5 -0.1
0.3 -0.4 -0.5
0.7 2.4 1.2
-0.1 1.3 -0.4
0.4 0.0 -0.5
-0.6 -0.2 -0.3
-0.2 -0.2 0.0
0.3 -0.4 0.3
-0.8 0.6 1.5
0.7 -0.1 -1.1
0.0 0.2 -0.4
1.7 1.1 0.9
0.5 0.6 0.0

---

# 6
ORCA calculation (ωB97M-V with the def2-TZVPD basis set) on C3H8N2S in the gas phase.

Computed properties:
SMILES: [H]/N=C(\NC)SC
ΔE to the lowest compared entry with this formula, charge and spin, kcal/mol: 21.5
LUMO, Eh: 0.0289

Positions of all 14 atoms, in Å:
S1 -1.586585 -1.124168 -0.006940
N1 1.074582 -0.907730 0.028145
N2 -0.176671 1.071334 -0.031160
C1 2.374750 -0.243774 -0.006424
C2 -0.082463 -0.188455 0.028087
C3 -2.784592 0.286811 0.021994
H1 1.131677 -1.891298 -0.054736
H2 -2.756501 0.726026 1.022257
H3 3.190101 -0.953735 0.157670
H4 -3.809783 -0.034638 -0.293184
H5 2.501153 0.533926 0.752505
H6 0.736937 1.494534 0.076801
H7 -2.347211 0.927373 -0.743155
H8 2.534602 0.303795 -0.951854

Atomic forces in eV per Å
-0.7 -0.3 0.1
1.2 0.7 0.5
0.3 0.7 0.5
0.0 0.6 -0.3
-0.4 -0.3 -0.6
0.2 -0.7 -0.5
-0.6 -0.7 0.0
-0.2 0.1 -0.4
-0.3 0.0 -0.2
1.0 -0.1 0.4
-0.3 -0.2 0.3
0.1 0.3 -0.2
-0.4 0.4 0.4
0.0 -0.4 0.1

---

Number 1: E_tot -25372.4477 eV. Number 2: E_tot -7625.9687 eV. Number 3: E_tot -24761.8652 eV. Number 4: E_tot -28231.1460 eV. Number 5: E_tot -15123.2081 eV. Number 6: E_tot -17055.7982 eV.